# C52H38InN9O9PS

C52H38InN9O9PS as an isolated structure (ωB97M-V/def2-TZVPD, the Open Molecules 2025 dataset).

The geometry in XYZ format:
```
111
C52H38InN9O9PS (ωB97M-V/def2-TZVPD)
In -0.0464 0.7319 2.3696
O 1.6373 4.1788 3.8184
S 1.6943 2.9923 3.0203
O 0.6400 2.8745 1.9706
O 1.6630 1.6723 3.6998
C 3.1811 3.1733 1.9890
C 4.1214 4.0531 2.5023
C 5.2306 4.3383 1.6872
C 5.3080 3.9064 0.4016
C 4.3209 3.0870 -0.1495
C 3.2893 2.6338 0.7046
P 2.3420 1.0635 0.2603
C 1.8938 1.4317 -1.4962
C 2.1386 0.6357 -2.6507
C 1.7293 1.0853 -3.9129
C 1.1148 2.3389 -4.0630
C 0.8223 3.1076 -2.9556
C 1.1495 2.6460 -1.6898
C 3.6778 -0.1644 0.0774
C 3.5013 -1.3626 0.8140
C 4.4752 -2.3295 0.7431
C 5.6081 -2.2517 -0.0379
C 5.8289 -1.0311 -0.6721
C 4.8625 -0.0052 -0.6152
H 4.0211 4.5567 3.4423
H 6.0605 4.9038 2.0773
H 6.1184 4.2440 -0.2550
H 4.3810 2.8151 -1.1997
H 2.6895 -0.3211 -2.5084
H 1.9161 0.5340 -4.8384
H 0.7135 2.6164 -5.0209
H 0.4038 4.0897 -3.0422
H 0.8319 3.1766 -0.7907
H 2.5982 -1.4682 1.4578
H 4.2637 -3.2242 1.3463
H 6.3439 -3.0680 -0.1019
H 6.7214 -0.8438 -1.2672
H 5.0787 0.8991 -1.1225
N 0.6565 -1.1248 2.4556
C -0.0739 -2.3004 2.4335
C -1.3679 -2.6565 1.9575
C -1.8755 -3.9430 1.9277
C -1.1288 -5.0224 2.4244
C 0.1534 -4.7350 2.9532
C 0.6114 -3.4225 2.9527
H -2.0001 -1.8944 1.6366
H -2.8643 -4.0859 1.5287
H -1.5656 -6.0703 2.4910
H 0.8352 -5.5299 3.3447
H 1.5279 -3.1272 3.4624
N -2.5339 -0.1873 -8.1516
C -2.5414 0.0948 -7.0464
C -2.4981 0.4100 -5.6543
C -2.4667 1.7912 -5.2612
C -2.3279 2.0407 -3.8813
C -2.1990 1.0170 -2.9369
C -2.1546 -0.2984 -3.3743
C -2.3618 -0.5995 -4.6939
N -2.1093 1.2760 -1.5682
C -2.8014 2.2588 -0.8743
C -2.3074 2.2444 0.3943
N -1.3502 1.2474 0.4836
C -1.2785 0.6944 -0.6876
H -2.6129 2.6434 -5.9047
H -2.4050 3.0557 -3.5295
H -2.1032 -1.1596 -2.6805
H -2.3605 -1.6560 -5.0222
H -3.6188 2.7662 -1.3112
H -2.5965 2.8287 1.2257
H -0.5547 -0.0262 -0.9651
O -2.0507 0.5189 4.9156
C -2.2694 1.5401 4.2808
O -1.6979 1.8489 3.1789
C -3.3417 2.5094 4.7397
C -3.6515 3.6744 4.0534
C -4.7144 4.4868 4.4689
C -5.3686 4.1424 5.6423
C -4.9276 3.0416 6.3870
C -3.9559 2.1913 5.9306
N -5.4843 2.8236 7.7260
O -5.1548 1.8473 8.3580
O -6.3176 3.6606 8.1025
N -5.1765 5.6286 3.6861
O -4.7639 5.8713 2.5966
O -6.0096 6.3116 4.2833
H -3.0399 3.8345 3.1429
H -6.2406 4.6996 5.9850
H -3.6253 1.3683 6.5022
C -2.5313 -5.4405 -1.7601
C -2.9716 -4.1787 -2.0937
N -2.2107 -3.1075 -2.0335
C -0.9401 -3.2659 -1.5863
C -0.3475 -4.4856 -1.3156
C -1.2210 -5.6102 -1.3591
C 0.9485 -4.6384 -0.6855
C 2.0938 -4.4532 -1.3132
C 2.0631 -4.0327 -2.7107
C 2.9403 -3.0448 -3.1749
C 2.7012 -2.5536 -4.4269
N 1.8457 -3.1281 -5.2498
C 1.1706 -4.1750 -4.7811
N 1.1685 -4.6123 -3.5267
H -3.1824 -6.3011 -1.7999
H -3.9825 -3.9336 -2.3878
H -0.3301 -2.3932 -1.5787
H -0.8164 -6.6115 -1.0872
H 0.8829 -4.8175 0.3893
H 3.0574 -4.3978 -0.8102
H 3.6685 -2.6667 -2.4684
H 3.2335 -1.6786 -4.8319
H 0.4976 -4.7180 -5.5089
```

Calculated values
Relative energy (zero: lowest compared OMol25 entry of this formula, charge and spin) in kJ/mol: 0.0
Frontier orbital gap in eV: 4.697
Charge: -1
Strongest force on any atom in hartree/bohr: 0.057
Molar mass in g mol⁻¹: 1110.79

Löwdin population analysis, charges in e, atoms 1 to 99:
1. In 0.806
2. O -0.278
3. S 0.512
4. O -0.410
5. O -0.347
6. C -0.245
7. C -0.042
8. C -0.083
9. C -0.093
10. C -0.081
11. C -0.286
12. P 1.130
13. C -0.343
14. C -0.073
15. C -0.080
16. C -0.103
17. C -0.101
18. C -0.094
19. C -0.352
20. C -0.073
21. C -0.121
22. C -0.100
23. C -0.084
24. C -0.098
25. H 0.108
26. H 0.101
27. H 0.110
28. H 0.103
29. H 0.087
30. H 0.096
31. H 0.095
32. H 0.101
33. H 0.106
34. H 0.074
35. H 0.112
36. H 0.109
37. H 0.098
38. H 0.072
39. N -0.146
40. C -0.462
41. C -0.081
42. C -0.142
43. C -0.163
44. C -0.148
45. C -0.106
46. H 0.064
47. H 0.087
48. H 0.096
49. H 0.098
50. H 0.094
51. N 0.152
52. C -0.204
53. C -0.218
54. C 0.003
55. C -0.016
56. C -0.186
57. C 0.001
58. C -0.017
59. N 0.001
60. C -0.010
61. C -0.066
62. N 0.032
63. C -0.134
64. H 0.112
65. H 0.109
66. H 0.083
67. H 0.134
68. H 0.114
69. H 0.084
70. H 0.125
71. O 0.067
72. C -0.581
73. O -0.117
74. C -0.078
75. C 0.092
76. C -0.109
77. C 0.085
78. C -0.109
79. C 0.082
80. N -0.339
81. O 0.099
82. O 0.052
83. N -0.360
84. O 0.113
85. O 0.056
86. H 0.134
87. H 0.131
88. H 0.127
89. C -0.068
90. C -0.164
91. N 0.055
92. C -0.079
93. C -0.226
94. C -0.005
95. C -0.026
96. C -0.020
97. C -0.269
98. C -0.008
99. C -0.163



# C52H41F3N7O6Rh

C52H41F3N7O6Rh as an isolated structure (ωB97M-V/def2-TZVPD, the Open Molecules 2025 dataset).

The geometry in XYZ format:
```
110
C52H41F3N7O6Rh (ωB97M-V/def2-TZVPD)
Rh -1.4642 -0.8614 0.9113
C 2.4483 -4.8532 4.1991
O 2.6053 -3.7542 3.3148
C 3.7444 -3.0263 3.3709
C 4.8121 -3.3063 4.2151
C 5.9713 -2.5440 4.1603
C 6.0762 -1.4968 3.2614
C 5.0034 -1.2014 2.4336
C 3.8297 -1.9400 2.4838
N 2.7960 -1.6378 1.5649
C 1.4960 -1.2693 1.8191
N 1.0935 -1.3377 3.0920
C -0.1835 -1.1515 3.6428
C -1.3165 -0.8340 2.9170
C -2.5012 -0.6076 3.6276
C -2.5717 -0.7719 5.0035
C -1.4329 -1.1310 5.7152
C -0.2486 -1.3028 5.0337
O 0.9179 -1.6441 5.7088
C 1.5942 -0.5194 6.2595
N 0.7533 -0.8251 0.8434
C 1.3052 -0.7449 -0.4550
C 1.2262 -1.8003 -1.3505
C 1.6838 -1.6616 -2.6548
C 2.2154 -0.4519 -3.0697
C 2.3254 0.6111 -2.1804
C 1.8887 0.4650 -0.8692
O 1.9767 1.4336 0.0823
C 2.5302 2.6783 -0.2995
H 1.4772 -5.2789 3.9632
H 2.4567 -4.5224 5.2400
H 3.2255 -5.6031 4.0368
H 4.7535 -4.1400 4.8996
H 6.7953 -2.7846 4.8187
H 6.9814 -0.9080 3.2052
H 5.0631 -0.3786 1.7307
H 3.1139 -1.3429 0.6544
H 1.7236 -1.7872 3.7370
H -3.3909 -0.3170 3.0840
H -3.5139 -0.6346 5.5188
H -1.4554 -1.2725 6.7884
H 2.3792 -0.9048 6.9072
H 0.9098 0.0989 6.8444
H 2.0401 0.0956 5.4708
H 0.7793 -2.7235 -0.9990
H 1.6093 -2.4922 -3.3445
H 2.5539 -0.3280 -4.0906
H 2.7482 1.5467 -2.5187
H 2.5861 3.2707 0.6099
H 1.8940 3.1904 -1.0278
H 3.5335 2.5611 -0.7175
C -0.8146 9.7705 -7.7168
O -0.9525 8.4090 -8.0822
C -0.9803 7.4897 -7.0897
C -1.0973 6.1599 -7.4937
C -1.1359 5.1516 -6.5559
C -1.0563 5.4383 -5.1908
C -0.9446 6.7669 -4.7998
C -0.9053 7.7902 -5.7330
C -1.0932 4.3940 -4.1659
N -0.9905 4.6001 -2.8740
C -1.0992 3.3626 -2.2950
C -1.2706 2.3899 -3.2520
N -1.2655 3.0641 -4.4484
C -1.4923 1.0121 -2.9521
C -1.7846 0.0047 -3.8811
C -2.0552 -1.2628 -3.4317
C -1.9863 -1.5224 -2.0608
N -1.6713 -0.5923 -1.1830
C -1.4593 0.6763 -1.5884
C -1.2513 1.6832 -0.5597
N -1.2653 1.2735 0.7345
C -1.1680 2.1768 1.6872
C -1.0445 3.5447 1.4290
C -0.9988 3.9799 0.1285
C -1.0998 3.0351 -0.8988
H -0.7900 10.3287 -8.6479
H 0.1143 9.9431 -7.1678
H -1.6607 10.1090 -7.1139
H -1.1573 5.9439 -8.5518
H -1.2270 4.1299 -6.9049
H -0.8911 6.9894 -3.7427
H -0.8195 8.8126 -5.3949
H -1.3731 2.6583 -5.3601
H -1.8122 0.2250 -4.9414
H -2.3163 -2.0572 -4.1162
H -2.1960 -2.5073 -1.6581
H -1.1715 1.8034 2.7038
H -0.9811 4.2405 2.2535
H -0.9014 5.0276 -0.1230
F -6.1752 -0.0268 1.0062
C -5.8994 -1.3416 0.9751
F -6.4353 -1.8825 2.0828
F -6.5560 -1.8564 -0.0804
C -4.3769 -1.6680 0.8912
O -4.0977 -2.8456 0.8666
O -3.6515 -0.6170 0.8432
C -1.2198 -2.7909 0.9788
C -1.0310 -3.9824 1.0938
C -0.9208 -5.4061 1.2129
C -1.3860 -6.0492 2.3648
C -1.3234 -7.4289 2.4734
C -0.7940 -8.1911 1.4402
C -0.3217 -7.5619 0.2970
C -0.3824 -6.1819 0.1823
H -1.8143 -5.4460 3.1545
H -1.7004 -7.9156 3.3644
H -0.7559 -9.2697 1.5236
H 0.0883 -8.1523 -0.5132
H -0.0194 -5.6876 -0.7100
```

Calculated values
Relative energy (zero: lowest compared OMol25 entry of this formula, charge and spin) in kJ/mol: 34.9
Frontier orbital gap in eV: 6.608
Strongest force on any atom in hartree/bohr: 0.043
Molar mass in g mol⁻¹: 1019.84

Löwdin population analysis, charges in e, atoms 1 to 99:
1. Rh 1.084
2. C -0.047
3. O -0.081
4. C -0.231
5. C -0.012
6. C -0.083
7. C -0.093
8. C -0.018
9. C -0.160
10. N 0.170
11. C -0.323
12. N 0.187
13. C -0.168
14. C -0.195
15. C -0.097
16. C -0.078
17. C -0.024
18. C -0.246
19. O -0.130
20. C -0.070
21. N 0.072
22. C -0.241
23. C -0.022
24. C -0.083
25. C -0.084
26. C -0.021
27. C -0.239
28. O -0.080
29. C -0.071
30. H 0.094
31. H 0.099
32. H 0.097
33. H 0.106
34. H 0.105
35. H 0.101
36. H 0.116
37. H 0.136
38. H 0.119
39. H 0.089
40. H 0.102
41. H 0.118
42. H 0.089
43. H 0.090
44. H 0.090
45. H 0.110
46. H 0.104
47. H 0.103
48. H 0.103
49. H 0.096
50. H 0.090
51. H 0.093
52. C -0.078
53. O -0.074
54. C -0.281
55. C 0.004
56. C -0.025
57. C -0.158
58. C -0.013
59. C -0.007
60. C -0.261
61. N 0.191
62. C -0.172
63. C -0.125
64. N 0.186
65. C -0.066
66. C 0.009
67. C -0.023
68. C -0.083
69. N 0.020
70. C -0.118
71. C -0.119
72. N 0.044
73. C -0.077
74. C -0.023
75. C 0.010
76. C -0.081
77. H 0.093
78. H 0.096
79. H 0.096
80. H 0.122
81. H 0.105
82. H 0.114
83. H 0.104
84. H 0.146
85. H 0.115
86. H 0.113
87. H 0.124
88. H 0.115
89. H 0.110
90. H 0.121
91. F 0.129
92. C -0.545
93. F 0.138
94. F 0.135
95. C -0.574
96. O 0.085
97. O -0.103
98. C -0.140
99. C -0.096